Record 1
Molecular formula: C36H27N2O4PPt
Method: DFT, wB97M-V/def2-TZVPD

Atoms and positions in Å:
Pt 0.5624 0.9247 0.2060
P 1.5524 -1.2058 -0.0285
O -0.8443 -0.0430 1.1518
O 5.0472 1.3244 -0.1549
O 3.0380 0.7262 0.7205
O 1.7099 3.2126 -0.2472
N -0.8860 2.4753 0.1126
N -2.1252 2.2822 0.0337
C 0.8130 -2.0502 -1.4700
C 0.3612 -3.3610 1.3748
C 0.9223 -2.2433 3.8502
C -1.5265 4.8483 -0.1694
C 3.4976 -3.1800 -0.1520
C -4.8993 2.2346 -0.2974
C 5.8786 -2.8546 -0.1694
C -1.1904 6.1720 -0.3685
C -0.5515 3.8554 -0.1332
C 0.9820 -3.0693 -3.6527
C -1.1803 -2.6210 -2.7160
C 1.0117 -2.1358 1.4495
C -6.2891 -0.1330 0.1517
C 1.5870 -2.5306 -2.5242
C 3.2978 -1.8007 -0.0867
C 4.1820 0.5227 0.1831
C 1.2982 -1.5803 2.6946
C -6.9653 0.9841 -0.2597
C 3.0831 3.6421 -0.2139
C -2.1059 -0.0179 0.8384
C -4.1903 -1.2387 0.8451
C 0.7888 4.2056 -0.2891
C -6.2584 2.1793 -0.4748
C -0.0171 -4.0227 2.5376
C -0.3993 -3.1213 -3.7498
C 5.6884 -1.4851 -0.1012
C -0.5763 -2.0805 -1.5940
C 4.4051 -0.9598 -0.0303
C 0.1450 6.5179 -0.5151
C -2.7502 1.1078 0.3270
C -4.8956 -0.0957 0.3537
C 0.2581 -3.4621 3.7751
C -4.1820 1.0928 0.1113
C -2.8617 -1.2054 1.0954
C 1.1287 5.5465 -0.4684
C 4.7795 -3.7035 -0.1794
H 6.8797 -3.2658 -0.2025
H -0.0430 -3.9728 4.6810
H 1.5976 -3.4459 -4.4594
H 0.4310 7.5515 -0.6606
H -2.3268 -2.0578 1.4962
H -4.7501 -2.1497 1.0247
H 3.3154 4.2048 -1.1189
H -0.5271 -4.9759 2.4728
H -4.3648 3.1573 -0.4678
H -2.5562 4.5618 -0.0274
H 4.9196 -4.7767 -0.2081
H -1.1922 -1.6822 -0.8027
H 6.5223 -0.7953 -0.0817
H 0.1357 -3.8019 0.4108
H -8.0359 0.9510 -0.4117
H 3.6971 2.7568 -0.1655
H -6.7931 3.0700 -0.7791
H 2.1616 5.8356 -0.5692
H -0.8668 -3.5392 -4.6321
H 1.1419 -1.8045 4.8152
H 2.6658 -2.4818 -2.4763
H -2.2605 -2.6389 -2.7867
H -6.8187 -1.0605 0.3357
H 2.6495 -3.8537 -0.1749
H 3.2459 4.2607 0.6700
H 1.8126 -0.6276 2.7479
H -1.9640 6.9273 -0.3961

Computed properties:
Total charge: 0
HOMO level, eV: -8.05
E_tot, Eh: -2259.1570
HOMO-LUMO gap, hartree: 0.255
Energy above the lowest of the compared OMol25 structures with the same formula, charge and spin, eV: 1.182
LUMO, eV: -1.1

***

Record 2
Molecular formula: C20H36Cl4N4
Method: DFT, wB97M-V/def2-TZVPD

Atoms and positions in Å:
Cl 23.8396 4.0429 -14.7573
Cl 33.1583 6.5591 -12.7540
Cl 26.6662 4.9882 -13.6317
Cl 35.0928 3.1516 -12.2634
N 27.1375 -1.9797 -12.9732
N 32.6763 4.6693 -8.0606
N 29.5320 7.4348 -7.1560
N 28.3684 9.5461 -4.8559
C 29.6945 7.3191 -9.7935
C 28.6520 7.8520 -2.8961
C 26.1580 5.3225 -15.2776
C 27.7206 -0.9837 -12.7630
C 29.5607 7.4245 -8.3172
C 34.3762 4.0773 -13.5561
C 30.0764 7.3333 -2.7913
C 35.2581 4.6929 -8.3733
C 29.7493 5.8592 -10.3183
C 29.6288 5.6876 -11.8199
C 27.8321 1.6509 -12.9334
C 36.2611 5.5730 -7.6638
C 28.5412 8.8198 -3.9670
C 27.4475 1.7302 -14.4061
C 28.4855 0.2462 -12.4421
C 25.1502 4.3523 -15.9620
C 33.7986 4.7164 -8.2367
C 36.1651 7.0118 -8.2529
C 30.7329 6.9440 -4.1494
C 33.0294 4.7910 -13.1286
H 24.7066 4.7780 -16.8621
H 29.0056 5.3790 -9.6824
H 25.5219 3.3584 -16.2114
H 36.7492 7.7613 -7.7188
H 31.6067 6.3172 -3.9713
H 29.4129 0.0223 -12.9692
H 30.5921 5.8309 -12.3095
H 26.8521 1.6380 -12.4564
H 27.7589 0.9101 -15.0531
H 30.6965 5.4310 -9.9904
H 30.0595 6.4042 -2.2215
H 36.5398 6.9991 -9.2764
H 25.5397 6.2022 -15.0992
H 30.5392 7.8628 -10.2163
H 28.9213 6.3907 -12.2595
H 32.6648 4.2801 -12.2374
H 32.2802 4.5747 -13.8902
H 35.4547 4.7036 -9.4454
H 28.2862 2.5702 -12.5638
H 31.0018 7.8682 -4.6609
H 34.2647 3.5098 -14.4800
H 35.0240 4.9141 -13.8173
H 26.4134 2.0402 -14.5570
H 30.0451 6.3626 -4.7635
H 35.1179 7.3134 -8.2322
H 36.1052 5.4998 -6.5874
H 28.1901 8.1089 -1.9428
H 28.5575 0.1684 -11.3573
H 27.0004 5.5740 -15.9220
H 28.0789 7.0607 -3.3793
H 30.5295 8.1379 -2.2122
H 35.5484 3.6788 -8.0987
H 28.7658 7.7547 -10.1621
H 29.3333 4.6603 -12.0329
H 37.2781 5.2360 -7.8646
H 27.9151 2.6087 -14.8505

Computed properties:
2S+1: 2
Total charge: -1
HOMO level (spin up / spin down), eV: 0.47 / -8.23
Expectation value of S²: 0.7504
E_tot, Eh: -2843.3284
HOMO-LUMO gap (spin up / spin down), hartree: 0.069 / 0.389
LUMO (spin up / spin down), eV: 2.4 / 2.4

***

Question: Which of these has the highest total charge?
Answer: C36H27N2O4PPt

***

Question: Look up the total charge of the first one.
Answer: 0

***

Question: Look up the total charge of the second one.
Answer: -1

***

Question: Look up the E_tot of the second one.
Answer: -2843.3284 Eh